Here is a structure of composition C44H39BrF5N4O2P2TeTi at a distorted geometry from OMol25. Energies are from ωB97M-V with the def2-TZVPD basis set.

CARTESIAN COORDINATES (ANGSTROEM)
F  -4.177868  1.805888  0.367311
H  4.978059  2.415681  0.333236
C  -2.071357  -2.191782  -4.267162
C  -0.187078  -5.574802  2.057172
H  1.665906  -2.381847  3.181338
C  1.838315  -0.907842  -2.306826
H  2.462471  0.357332  -5.813251
H  -2.774079  3.705495  -3.243243
H  4.037433  2.000097  -4.826841
N  -0.787566  -5.467098  -4.149432
C  2.282252  -1.288620  -0.008693
H  -1.344004  4.332904  -4.076250
C  2.879067  1.127930  3.302874
C  2.979820  2.049957  -4.599391
C  -2.310048  -1.568316  2.640053
Br  5.464998  -2.901752  -2.127081
C  -4.680327  -1.161080  2.782141
C  -3.507014  -1.196075  2.036083
Ti  -0.495517  0.178563  -0.962362
H  -0.035241  -0.409942  3.557317
C  -0.053574  -3.164916  2.172695
C  -1.327241  -3.057259  -3.428100
H  0.078772  0.456826  -5.272620
O  -1.082509  -1.482004  -1.694627
C  1.668817  -4.531839  3.169992
C  4.390348  2.059196  1.169912
H  -0.984107  1.018283  4.440067
C  -1.273199  2.211290  -3.696193
H  -1.648791  2.507243  -5.816652
C  -3.471310  -1.877269  4.734171
F  -4.404227  2.419054  -2.022858
C  1.006850  -5.679513  2.763273
H  -2.410471  0.417515  -3.120174
H  0.186116  -4.374481  -1.802404
C  2.485847  3.034423  -3.754189
H  -3.456255  -2.148276  5.782764
H  -3.523623  -0.907766  0.994234
H  -0.677307  5.649417  2.754539
H  -1.275868  3.952721  -2.352774
O  -1.914061  0.662440  0.177100
C  2.270404  1.341723  2.067199
F  0.317406  1.777420  -1.134013
H  2.601208  -4.607613  3.715817
P  0.491596  1.025656  1.755957
C  3.032638  1.808634  1.001690
H  2.289828  0.766456  4.139457
H  -5.602377  -0.857148  2.303921
C  0.234795  2.168808  -3.986065
N  -0.107710  -3.487127  -1.430239
C  -1.689064  3.636681  -3.308062
H  -1.887334  2.853246  5.761334
F  -2.362246  3.284363  -0.447740
C  2.098860  1.131098  -5.147265
C  -2.029294  1.887411  -5.000528
C  1.131488  3.096035  -3.461066
C  3.475050  -1.929900  -0.334430
H  0.780031  3.864284  -2.787716
C  3.835804  -2.037404  -1.664673
C  -1.036629  -4.375222  -3.867498
H  3.160036  3.759419  -3.313543
N  -2.655822  -1.492009  -4.973487
H  1.209704  -0.543293  -3.115489
C  -0.187904  3.600090  2.386086
C  -0.710726  -4.327049  1.761486
C  4.233712  1.364974  3.468545
C  -0.242623  2.284894  2.852499
H  4.702047  1.190196  4.429549
N  0.212177  -0.461616  2.575211
P  -0.760471  -1.553730  1.662893
C  -0.718088  4.636570  3.134282
C  -0.836743  -2.646679  -2.184365
C  3.025976  -1.529967  -2.666225
H  2.037917  -1.219361  1.044390
C  -0.870528  2.028421  4.064927
F  -3.926479  -0.004178  -1.349848
C  -1.322628  4.373077  4.357651
H  -0.705115  -6.467359  1.729770
C  1.141937  -3.279168  2.874077
H  1.421867  -6.654260  2.986769
Te  -2.978555  1.618016  -1.065089
H  0.261183  3.805421  1.420138
C  -1.401389  3.069296  4.818178
C  -4.664127  -1.497408  4.125687
H  4.112699  -2.334329  0.441282
C  1.434501  -0.754636  -0.979672
H  3.309847  -1.626336  -3.706076
H  -1.380753  -2.243634  4.465769
C  -2.302887  -1.919398  3.991901
H  -1.638208  -4.251890  1.203334
C  0.746241  1.192431  -4.839757
H  -3.091034  2.101446  -4.863315
H  -1.953224  0.841473  -5.286971
H  0.374392  -3.110852  -0.629987
H  6.050925  2.015027  2.526031
H  -1.749398  5.180694  4.938782
H  2.565340  1.949234  0.032265
H  -5.579632  -1.469235  4.703689
C  -1.691899  1.104964  -2.670864
C  4.990848  1.833567  2.398266

Cartesian forces, eV/Å:
F -0.1192 0.0826 0.1156
H 0.0013 -0.0107 0.0022
C 0.1093 0.0140 0.1484
C 0.0284 0.0102 0.0065
H 0.0056 -0.0094 -0.0024
C -0.0197 0.0694 -0.0146
H -0.0071 -0.0023 0.0031
H -0.0113 0.0010 -0.0004
H 0.0008 0.0021 0.0023
N 0.0687 0.0161 -0.0094
C 0.0506 -0.0266 -0.0368
H -0.0286 -0.0098 -0.0268
C -0.0018 -0.0228 -0.0252
C -0.0140 0.0139 0.0149
C -0.0377 -0.1128 -0.1004
Br 0.0448 -0.0225 -0.0081
C 0.0108 -0.0001 -0.0194
C -0.0050 0.0265 0.0347
Ti 0.7701 0.3248 0.0945
H 0.2459 -0.0886 0.0731
C -0.0179 -0.0183 0.0480
C 0.0410 -0.1391 -0.1719
H 0.0184 -0.0089 0.0151
O -0.2988 -0.6580 -0.5254
C -0.0211 0.0201 -0.0130
C -0.0184 -0.0031 0.0006
H -0.0057 -0.0135 -0.0226
C -0.1547 -0.1511 -0.0714
H -0.0417 0.0136 -0.0019
C -0.0101 0.0139 -0.0149
F -0.0919 0.4647 -0.2418
C -0.0175 0.0027 -0.0190
H 0.2157 -0.1903 -0.1132
H 0.0172 0.0097 -0.0045
C -0.0001 -0.0311 -0.0303
H -0.0042 -0.0054 -0.0029
H 0.0090 -0.0148 -0.0211
H 0.0009 -0.0036 -0.0007
H 0.0167 -0.0208 -0.0042
O 0.2866 0.0496 -0.3863
C -0.0473 0.1013 0.1229
F 0.3828 0.3873 -0.0949
H -0.0001 0.0043 -0.0046
P 0.3825 -0.5074 0.0688
C 0.0279 -0.0067 -0.0418
H 0.0005 0.0138 -0.0004
H 0.0026 -0.0003 -0.0006
C -0.0384 -0.1552 -0.0674
N -0.0156 -0.1853 0.0760
C 0.1676 0.0055 0.1006
H -0.0110 -0.0033 -0.0069
F 0.2051 0.3658 -0.0412
C 0.0059 0.0237 -0.0028
C -0.0568 0.1238 -0.0443
C 0.0221 -0.0185 0.0524
C -0.0181 0.0037 -0.0065
H -0.0001 -0.0095 0.0043
C -0.0600 0.0263 0.0135
C -0.1386 0.0817 0.0426
H -0.0038 0.0009 -0.0066
N -0.0275 -0.0290 -0.0287
H -0.0087 0.0502 0.0099
C 0.0218 -0.0012 0.0261
C 0.0000 0.0119 0.0422
C 0.0058 0.0122 -0.0412
C -0.1079 0.0627 -0.1453
H -0.0006 -0.0027 -0.0064
N -0.4424 0.2637 -0.0597
P 0.1952 -0.0092 0.2573
C -0.0116 -0.0193 0.0002
C -0.0323 0.2237 0.1997
C 0.0188 -0.0075 0.0201
H -0.0004 0.0158 0.0060
C -0.0438 0.0085 0.0192
F -0.1229 -0.2237 -0.0879
C 0.0003 0.0078 -0.0150
H -0.0014 0.0020 0.0022
C 0.0422 -0.0343 -0.0080
H -0.0088 0.0013 0.0023
Te -1.3391 -0.4084 0.1116
H -0.0090 -0.0027 -0.0013
C 0.0139 -0.0143 -0.0211
C 0.0327 -0.0136 0.0080
H 0.0028 -0.0018 -0.0058
C 0.1127 -0.1991 0.1918
H 0.0016 0.0076 0.0024
H -0.0033 -0.0120 -0.0194
C -0.0232 0.0100 0.0125
H 0.0087 0.0029 -0.0012
C -0.0009 -0.0361 -0.0331
H -0.0050 -0.0154 0.0207
H 0.0238 -0.0003 -0.0057
H 0.0243 0.0433 -0.0384
H -0.0042 0.0083 -0.0014
H 0.0095 0.0024 0.0011
H -0.0182 -0.0002 0.0138
H 0.0043 0.0119 0.0004
C -0.1082 0.4757 0.7047
C -0.0215 -0.0142 0.0334

energy	-6943.377355	Eh
2S+1	1
total charge	-1
highest occupied orbital energy	-5.97	eV
LUMO	2.13	eV
max |F|	1.40	eV/A
energy relative to the best compared isomer or geometry (same formula, charge and spin)	74.5	kcal per mole


Here is a structure of composition C44H40BFN7O3Sr at a distorted geometry from OMol25. Energies are from ωB97M-V with the def2-TZVPD basis set.

CARTESIAN COORDINATES (ANGSTROEM)
H  0.898646  -6.405215  4.430348
C  5.706034  -0.886590  0.595601
C  -6.005969  1.825820  -0.310814
C  -4.542801  5.512075  -0.524747
C  1.542064  -5.796663  3.778571
O  -1.844770  -0.364789  -0.140468
H  -3.923784  -1.278923  -1.263595
C  -0.237271  2.392458  -0.089102
C  -3.823478  0.761940  -0.511794
C  6.021645  3.380540  -0.015940
C  -0.258259  -1.042339  -3.859868
H  2.494774  -5.587564  4.327591
N  0.256290  -2.746443  2.236869
C  -2.620047  3.192793  -0.019576
H  1.140905  1.378211  6.123365
B  2.920372  -3.090401  -0.584086
H  4.105234  -4.236350  -2.629726
C  -1.715749  2.064303  -0.195866
C  -5.778289  -0.437338  -1.096995
H  1.258027  -3.134740  5.241190
H  -4.039644  4.579010  1.421343
C  0.216617  -0.811038  3.909808
C  -4.434750  -0.372034  -1.039256
H  -7.636991  0.639202  -1.071830
H  -3.515281  5.715942  -0.856199
H  -6.061085  3.519838  1.927948
N  -3.921089  3.142714  -0.017264
F  -6.292587  -1.586783  -1.584735
H  -1.503649  1.931231  2.895432
C  -2.383091  0.739779  -0.269129
H  6.956643  -3.207093  0.785205
H  3.004988  -4.139637  0.058859
C  2.230100  -3.511721  -2.935635
H  6.752067  1.625446  0.919178
H  2.459219  1.871286  0.023534
H  2.634269  4.063112  -0.343085
N  3.504683  -0.717909  0.013674
C  -0.218135  1.761800  4.525529
N  0.512789  -4.078694  2.215146
C  4.550815  -0.024783  0.401339
C  0.844804  -0.362396  5.098166
C  3.200990  -4.582805  -3.130078
C  5.861642  2.078842  0.459604
H  2.832994  -5.482017  -2.647394
H  -6.683313  4.966743  1.062290
H  -2.142497  4.133491  0.132036
C  -0.682585  -0.095602  3.094413
H  3.362065  -4.710685  -4.212029
C  -2.311685  0.262470  -5.210689
N  3.873427  -2.095156  -0.019050
C  -1.015242  -0.051807  -3.156788
H  -1.714757  -0.904859  -6.900858
H  6.044071  -3.894556  -0.565915
C  -6.756156  3.130989  -0.093031
C  5.956017  -3.452100  0.416309
Sr  0.769036  -0.667066  0.535245
C  3.635486  3.575553  -0.186450
H  1.077976  -3.461409  -4.774548
H  -1.356414  -0.691599  2.506956
C  4.891448  4.070968  -0.486397
O  0.596736  1.496295  -0.612365
C  5.193892  -2.162881  0.348001
H  -5.109505  5.246278  -1.413949
H  5.573018  -4.230970  1.057343
C  -1.558406  -0.722884  -5.856690
H  1.766398  -6.518656  3.011221
C  -4.570991  1.956707  -0.262736
C  0.479132  -2.276639  3.450238
H  6.617533  -0.505480  0.939824
N  2.191616  -2.715456  -1.824776
H  0.592341  -4.562680  1.242994
C  -0.823341  1.235969  3.411706
C  4.613116  1.400051  0.356396
H  -7.790744  2.856362  0.239492
C  -0.516878  -1.392472  -5.183816
H  1.346284  -1.063644  5.761720
N  1.213249  -1.706483  -1.971890
C  1.279844  -3.056228  -3.831303
H  -3.017686  0.830912  -5.764820
H  -0.008459  -2.176929  -5.669054
H  -2.812576  1.141552  -3.384518
C  0.718909  -1.826363  -3.188078
C  0.932381  -4.500430  3.444083
H  7.022857  3.759757  -0.119365
C  -2.075087  0.449630  -3.851562
C  -4.614120  4.369239  0.520128
C  1.049833  -3.302342  4.210558
C  -6.579568  0.665041  -0.849078
H  -6.763212  3.733476  -1.081110
C  0.695164  1.006343  5.251853
H  5.017402  5.064416  -0.873135
C  3.512448  2.227717  0.163345
C  -6.048808  4.032334  0.919519
H  -0.737055  0.224662  -2.095550
H  -5.061656  6.371339  -0.135565
H  -0.529826  2.737164  4.873441
O  0.109009  3.507854  0.374891

Cartesian forces, eV/Å:
H 0.0479 0.4039 0.2424
C -3.6466 0.2148 -0.3266
C 1.2465 1.0370 -1.2331
C 0.0461 -0.9557 0.1487
C 0.4659 -0.9860 1.3877
O 0.7822 -0.0579 0.3609
H 0.8456 -0.2495 -0.1098
C 2.3929 -0.1762 -1.1772
C -0.0880 1.7305 -0.2207
C -1.0549 -1.1566 -0.2726
C -0.7236 0.8524 0.6541
H -0.7929 -0.3032 -0.4057
N -0.9407 0.3759 -1.5940
C 4.3578 -3.2840 -0.6989
H 0.5238 1.0768 1.1064
B -0.1664 -0.0326 2.0929
H 0.3095 -0.3953 0.0519
C -3.0379 1.5386 0.7894
C -0.4115 0.2267 -1.0246
H 0.4348 -0.6534 0.5682
H -0.1003 0.4931 -0.0554
C 0.2963 -3.8219 -0.9251
C 0.1776 -0.0614 1.2681
H -0.1199 -0.0819 0.2089
H -0.3392 0.1657 0.3359
H 0.1479 0.4563 -0.9944
N -2.2090 0.5094 0.6311
F -0.5745 0.1681 0.0833
H 0.1347 -0.7185 -0.0249
C 1.0874 1.0700 -0.0829
H 0.0139 -0.1018 -0.1307
H -0.0945 -0.0601 -1.2540
C -1.6457 1.7552 -0.3773
H -0.4860 -0.2071 -0.5662
H 1.2728 -0.0623 0.5456
H 1.4166 -0.0326 -0.0419
N -1.0689 -1.8005 0.2612
C 0.8260 0.1221 0.0819
N 0.0646 0.0118 -0.2826
C 2.4684 -1.7640 -0.0515
C -0.9602 0.6027 -2.7548
C 0.2379 0.1370 -0.1448
C 0.3237 0.2707 0.1023
H 0.3029 -0.4223 -0.0510
H 1.0419 -0.9349 -0.2281
H 0.2367 0.5851 0.2319
C 1.1195 -0.1391 1.6156
H -0.0005 -0.2735 0.3893
C 1.3096 -1.8358 0.0287
N 0.5774 2.9323 0.1276
C 1.1030 -1.2014 0.0260
H -0.1211 -0.1899 -0.4553
H 0.0092 -0.1903 -0.4796
C -0.4771 0.0080 -1.1269
C 0.4020 0.6997 -0.0422
Sr 1.0091 -0.8362 -1.3575
C -0.9717 -0.5325 -0.5711
H -0.1867 -0.4234 -1.0273
H 0.0310 0.2162 -0.8627
C 0.2602 0.7199 1.1395
O -2.4815 1.5462 1.6541
C 0.0631 -0.1875 0.3292
H -0.0010 -0.3130 -0.1467
H -0.5347 -0.0466 0.3485
C 0.7093 0.4876 0.5084
H 0.1232 0.3710 -0.9269
C -1.2853 -2.6199 -0.2817
C 0.3241 0.3447 0.8151
H 1.3004 -0.1848 0.3082
N -0.7447 -0.3705 -0.3613
H -0.0063 1.2647 2.1764
C -1.6503 1.1805 -0.3877
C 0.5945 1.9751 0.5184
H 0.7283 0.6904 -0.4294
C -2.2889 1.8474 0.1948
H 0.2410 0.5517 -0.2593
N 0.9437 -0.4792 0.2987
C 0.0809 2.3249 2.5381
H -0.7264 0.2954 -0.1046
H 0.5784 -0.5009 -0.3872
H 0.8379 -0.3088 0.0565
C 2.1075 -3.9136 -0.9503
C 1.2114 2.5747 -0.3416
H 0.1427 0.3624 0.1157
C -1.8064 2.4367 0.2616
C -0.1067 -0.2006 -0.7991
C -1.2780 -1.2554 -0.1684
C 0.0254 0.8502 1.0473
H -0.4281 -1.1157 1.3058
C -0.7297 -0.9909 1.2148
H -0.0158 0.3608 -0.2423
C -1.3102 -0.1594 -0.8002
C -1.1191 0.0233 1.4143
H -0.4571 -0.4173 -1.6735
H 0.2508 0.5931 0.3236
H 0.4863 0.2085 -0.1764
O -0.8844 -1.6635 -0.5209

energy	-2465.158725	Eh
2S+1	1
total charge	-1
highest occupied orbital energy (alpha / beta)	-0.40 / -0.25	eV
LUMO (alpha / beta)	1.71 / 1.71	eV
max |F|	5.50	eV/A
energy relative to the best compared isomer or geometry (same formula, charge and spin)	21.7	kcal per mole


- The highest energy belongs to which entry?
  C44H40BFN7O3Sr